(1)
103
Properties=species:S:1:pos:R:3 method="wB97M-V/def2-TZVPD" charge=-2 spin_multiplicity=2 lumo_ev="3.88 / 3.87" s2=0.767
K -1.145 -0.602 1.689
N -2.597 0.977 3.747
C -3.471 0.206 4.648
C -3.746 -1.190 4.106
C -2.497 -2.097 4.178
O -2.085 -2.391 5.316
O -1.990 -2.443 3.070
H -2.307 1.840 4.189
H -3.116 1.288 2.928
H -4.425 0.714 4.831
H -2.962 0.101 5.607
H -4.114 -1.130 3.076
H -4.541 -1.641 4.706
C 3.233 -0.883 6.341
C 2.352 -1.823 5.551
O 2.709 -1.729 4.167
P 1.488 -2.054 3.116
O 1.542 -3.677 3.279
C 0.455 -4.403 2.649
C 0.816 -5.869 2.655
O 2.276 -1.785 1.732
C 3.457 -2.501 1.333
C 3.781 -2.114 -0.091
H 2.992 -0.945 7.405
H 3.084 0.144 6.005
H 4.285 -1.141 6.204
H 1.294 -1.571 5.682
H 2.487 -2.857 5.879
H 0.318 -4.048 1.622
H -0.470 -4.197 3.184
H 1.737 -6.043 2.091
H 0.010 -6.449 2.199
H 0.963 -6.222 3.677
H 3.271 -3.572 1.428
H 4.276 -2.238 2.006
H 2.946 -2.337 -0.758
H 4.666 -2.653 -0.437
H 3.980 -1.042 -0.156
C 1.198 5.677 -5.728
C 0.876 4.626 -4.695
C 1.008 4.883 -3.340
C 0.724 3.920 -2.376
C 0.946 4.306 -0.935
C 0.290 2.634 -2.770
Te 0.095 1.188 -1.134
N -0.969 -0.602 -0.870
C -1.950 -0.801 -1.724
O -2.322 -0.108 -2.700
C -2.713 -2.120 -1.505
C -2.648 -2.941 -0.375
C -3.359 -4.133 -0.318
C -4.146 -4.551 -1.380
C -4.225 -3.741 -2.504
C -3.525 -2.546 -2.555
C 1.480 -0.124 -2.419
C 1.117 -1.401 -2.851
C 1.989 -2.218 -3.560
C 3.271 -1.772 -3.846
C 3.659 -0.512 -3.412
C 2.783 0.318 -2.704
C 3.297 1.680 -2.283
C 0.167 2.358 -4.147
C -0.242 1.026 -4.723
C 0.453 3.365 -5.071
H 1.366 6.648 -5.261
H 0.383 5.783 -6.447
H 2.098 5.413 -6.290
H 1.344 5.864 -3.017
H 1.299 5.336 -0.868
H 1.693 3.666 -0.450
H 0.023 4.218 -0.364
H -2.070 -2.702 0.512
H -3.298 -4.732 0.583
H -4.692 -5.484 -1.330
H -4.842 -4.041 -3.344
H -3.584 -1.893 -3.416
H 0.123 -1.761 -2.631
H 1.664 -3.202 -3.882
H 3.965 -2.399 -4.394
H 4.666 -0.159 -3.619
H 4.387 1.675 -2.223
H 2.908 1.977 -1.306
H 3.000 2.457 -2.992
H -0.877 0.471 -4.037
H 0.636 0.422 -4.967
H -0.802 1.186 -5.648
H 0.336 3.139 -6.128
N 2.664 1.534 2.155
H 2.645 0.619 2.594
H 2.472 1.363 1.172
H 1.853 2.041 2.493
N -5.295 5.711 1.651
C -4.509 4.968 1.208
C -3.565 4.078 0.681
C -3.626 3.623 -0.686
C -2.699 2.754 -1.192
C -1.623 2.254 -0.401
C -1.536 2.738 0.932
C -2.455 3.608 1.467
H -4.435 3.974 -1.317
H -2.789 2.413 -2.219
H -0.696 2.449 1.564
H -2.337 3.956 2.489

=====

(2)
105
Properties=species:S:1:pos:R:3 method="wB97M-V/def2-TZVPD" charge=+1 spin_multiplicity=2 lumo_ev="-3.69 / -3.22" s2=0.758
V -0.502 -1.258 0.517
O -4.258 -0.527 2.014
C -3.426 -0.814 1.198
O -2.122 -0.750 1.466
C -3.745 -1.189 -0.225
C -2.932 -0.330 -1.214
C -3.586 -0.323 -2.580
C -3.393 -1.800 -3.004
C -2.507 -2.348 -1.888
O -1.748 -1.169 -1.462
C -3.331 -2.649 -0.633
C -2.470 -3.378 0.370
O -2.766 -4.317 1.030
O -1.187 -2.855 0.404
H -4.814 -1.054 -0.378
H -2.601 0.631 -0.836
H -4.629 -0.015 -2.536
H -3.052 0.352 -3.247
H -4.331 -2.353 -3.056
H -2.899 -1.882 -3.970
H -1.827 -3.128 -2.194
H -4.198 -3.282 -0.814
N 1.256 -3.912 1.123
C 1.953 -3.432 2.207
C 3.126 -4.045 2.605
C 3.841 -3.643 3.739
C 3.359 -2.632 4.521
C 2.187 -1.956 4.124
C 1.636 -0.951 4.956
C 0.520 -0.287 4.565
C -0.003 -0.557 3.291
N 0.454 -1.496 2.478
C 1.520 -2.281 2.924
H 1.572 -4.785 0.731
H 0.252 -3.803 1.072
H 3.467 -4.900 2.033
H 4.747 -4.167 4.011
H 3.846 -2.341 5.442
H 2.116 -0.740 5.904
H 0.049 0.470 5.174
H -0.815 0.053 2.920
C 3.634 -0.767 -0.616
C 3.872 -1.336 -1.852
C 2.865 -2.083 -2.435
C 1.651 -2.256 -1.786
N 1.396 -1.647 -0.616
C 2.386 -0.933 -0.055
C 0.698 -3.228 -2.405
C 0.312 -3.067 -3.731
C -0.441 -4.063 -4.326
C -0.780 -5.180 -3.580
C -0.358 -5.244 -2.259
N 0.369 -4.290 -1.673
H 4.382 -0.190 -0.092
H 4.826 -1.216 -2.348
H 3.024 -2.582 -3.382
H 2.158 -0.456 0.888
H 0.595 -2.176 -4.278
H -0.755 -3.969 -5.358
H -1.357 -5.989 -4.006
H -0.609 -6.099 -1.643
C 0.883 1.414 -2.847
C 1.443 2.611 -2.091
C 0.743 3.898 -2.497
C 2.942 2.732 -2.284
O 1.257 2.380 -0.671
Si -0.061 2.064 0.204
O -0.136 0.377 0.287
O -1.445 2.508 -0.490
C -2.509 3.430 -0.110
C -3.303 2.805 1.027
C -1.906 4.758 0.316
C -3.359 3.595 -1.356
O 0.099 2.604 1.714
C 1.250 3.122 2.437
C 2.367 2.089 2.391
C 0.760 3.340 3.854
C 1.694 4.436 1.812
H 1.066 1.521 -3.918
H -0.195 1.326 -2.694
H 1.363 0.495 -2.506
H 0.952 4.117 -3.545
H 1.102 4.734 -1.894
H -0.336 3.812 -2.375
H 3.173 2.970 -3.322
H 3.442 1.797 -2.023
H 3.341 3.526 -1.651
H -2.642 2.468 1.828
H -3.895 1.954 0.690
H -3.992 3.538 1.449
H -1.362 4.658 1.255
H -2.703 5.487 0.461
H -1.228 5.142 -0.449
H -3.710 2.626 -1.713
H -2.790 4.073 -2.156
H -4.230 4.213 -1.137
H 2.027 1.132 2.796
H 3.214 2.425 2.991
H 2.715 1.945 1.366
H 0.369 2.411 4.271
H -0.036 4.086 3.871
H 1.576 3.690 4.487
H 1.997 4.295 0.776
H 2.546 4.835 2.366
H 0.892 5.174 1.850

=====

(3)
96
Properties=species:S:1:pos:R:3 method="wB97M-V/def2-TZVPD" charge=-1 spin_multiplicity=2 lumo_ev="2.45 / 2.36" s2=0.754
Cu 0.355 0.899 -0.576
C 4.378 1.384 -2.745
C 3.745 0.180 -3.445
C 3.841 0.331 -4.964
C 2.321 -0.044 -2.973
C 1.390 0.943 -3.069
C 0.054 0.799 -2.581
C -1.013 1.676 -3.221
C -1.254 1.207 -4.662
C -0.712 3.169 -3.229
C -0.302 -0.446 -1.980
C 0.686 -1.521 -1.931
C 1.936 -1.295 -2.412
C 0.338 -2.852 -1.278
C 0.345 -4.011 -2.275
C 1.274 -3.164 -0.106
C -1.771 -0.889 -1.962
C -2.115 -1.736 -3.024
C -3.378 -2.282 -3.160
C -4.350 -1.986 -2.212
C -4.027 -1.138 -1.166
C -2.755 -0.563 -1.014
P -2.361 0.571 0.406
C -2.620 -0.554 1.886
C -1.894 -1.867 1.558
C -4.049 -0.879 2.322
C -1.879 0.099 3.068
C -3.688 1.895 0.336
C -3.321 2.782 -0.860
C -3.502 2.749 1.601
C -5.163 1.516 0.193
H 5.442 1.460 -2.985
H 4.264 1.327 -1.661
H 3.898 2.313 -3.063
H 4.311 -0.714 -3.166
H 3.261 1.196 -5.299
H 3.451 -0.548 -5.481
H 4.877 0.484 -5.276
H 1.657 1.894 -3.518
H -1.933 1.522 -2.664
H -0.348 1.347 -5.261
H -2.054 1.790 -5.128
H -1.530 0.153 -4.716
H 0.106 3.406 -3.916
H -0.445 3.542 -2.240
H -1.594 3.714 -3.579
H 2.686 -2.076 -2.320
H -0.673 -2.761 -0.876
H 1.333 -4.109 -2.734
H -0.385 -3.877 -3.075
H 0.119 -4.951 -1.765
H 2.282 -3.392 -0.468
H 0.912 -4.043 0.435
H 1.342 -2.323 0.585
H -1.346 -1.970 -3.752
H -3.598 -2.935 -3.996
H -5.345 -2.407 -2.283
H -4.787 -0.916 -0.431
H -2.441 -2.461 0.822
H -1.818 -2.455 2.479
H -0.880 -1.693 1.187
H -4.636 -1.374 1.546
H -4.594 0.006 2.656
H -4.001 -1.566 3.176
H -0.857 0.365 2.796
H -1.842 -0.615 3.900
H -2.388 0.994 3.425
H -2.269 3.079 -0.840
H -3.937 3.689 -0.828
H -3.531 2.277 -1.806
H -2.452 3.010 1.762
H -3.884 2.255 2.495
H -4.062 3.682 1.475
H -5.370 1.061 -0.776
H -5.763 2.433 0.252
H -5.520 0.842 0.974
Te 0.930 3.222 0.234
C 6.178 0.891 6.069
C 5.805 0.270 7.389
O 6.517 0.312 8.359
S 4.274 -0.639 7.552
C 3.487 -0.452 5.982
C 3.673 -1.400 4.979
C 3.061 -1.251 3.742
C 2.249 -0.146 3.464
C 2.069 0.801 4.480
C 2.671 0.647 5.721
C 1.610 0.020 2.185
C 1.048 0.121 1.102
H 5.971 0.224 5.232
H 7.230 1.155 6.115
H 5.579 1.790 5.909
H 4.308 -2.257 5.170
H 3.210 -1.989 2.964
H 1.454 1.666 4.266
H 2.514 1.388 6.496